1.
C25H47N2O8S2 | the ωB97M-V functional and the def2-TZVPD basis

Last column: Mulliken charge in e.
Geometry (Å):
C 1.57 -2.94 -0.24  -1.695
C 0.53 -2.98 0.91  1.254
C 0.42 -4.43 1.35  -1.882
C 1.04 -2.15 2.09  -2.472
C 0.76 -0.64 2.03  1.191
C 1.74 0.05 1.07  -0.344
C 2.02 1.52 1.39  -1.153
C 1.12 2.49 0.62  -0.824
N 1.48 2.50 -0.81  -0.230
C 0.35 2.47 -1.76  -1.188
C 0.32 1.23 -2.61  -0.032
C -0.23 0.05 -2.10  0.750
C -0.30 -1.13 -2.84  -0.886
C 0.21 -1.13 -4.14  -0.748
C 0.77 0.02 -4.67  -0.708
C 0.81 1.19 -3.91  0.666
O 1.40 2.34 -4.46  -0.594
C -0.74 -0.38 1.72  -1.773
C -1.56 -1.58 1.23  1.589
C -2.17 -2.39 2.40  -1.839
C -2.72 -1.03 0.40  -2.145
N -0.74 -2.44 0.34  1.753
O -1.41 -3.32 -0.31  -0.745
H 1.34 -3.74 -0.94  0.434
H 2.57 -3.07 0.14  0.342
H 1.47 -2.01 -0.79  0.267
H 1.35 -4.72 1.83  0.405
H 0.27 -5.10 0.52  0.334
H -0.37 -4.57 2.09  0.437
H 0.57 -2.53 3.00  0.401
H 2.10 -2.34 2.22  0.840
H 0.95 -0.24 3.02  0.951
H 2.68 -0.48 1.17  0.498
H 1.45 -0.05 0.03  -0.499
H 1.95 1.71 2.46  0.382
H 3.04 1.75 1.09  0.352
H 1.27 3.48 1.04  0.550
H 0.08 2.23 0.78  0.196
H 1.93 3.39 -0.97  0.290
H -0.61 2.57 -1.26  0.373
H 0.43 3.33 -2.43  0.490
H -0.60 0.06 -1.08  0.100
H -0.75 -2.01 -2.40  0.616
H 0.16 -2.04 -4.72  0.420
H 1.19 0.02 -5.66  0.441
H 0.73 2.76 -5.01  0.325
H -0.85 0.45 1.04  0.337
H -1.22 -0.08 2.65  0.342
H -1.57 -2.25 3.29  0.394
H -2.28 -3.44 2.15  0.298
H -3.15 -1.99 2.62  0.493
H -2.40 -0.31 -0.35  0.363
H -3.30 -1.81 -0.08  0.408
H -3.37 -0.49 1.08  0.438
O 3.89 4.94 3.26  -0.666
S 5.06 4.48 2.58  1.282
O 5.27 3.08 2.38  -0.592
O 6.34 5.11 3.29  -0.285
C 6.50 4.90 4.71  -0.350
C 6.92 3.48 5.05  -0.974
C 5.22 5.31 1.04  -0.803
H 5.58 5.18 5.22  0.332
H 7.27 5.61 5.01  0.271
H 6.15 2.76 4.81  0.297
H 7.13 3.41 6.12  0.382
H 7.82 3.21 4.50  0.261
H 5.09 6.38 1.20  0.326
H 4.44 4.92 0.39  0.203
H 6.20 5.09 0.63  0.331
O -5.52 -1.36 -1.40  -0.651
S -5.67 -2.47 -2.29  1.267
O -4.82 -2.62 -3.43  -0.631
O -7.19 -2.55 -2.75  -0.250
C -7.77 -1.38 -3.36  -0.345
C -7.28 -1.15 -4.78  -0.973
C -5.63 -3.97 -1.36  -0.919
H -7.58 -0.51 -2.73  0.324
H -8.84 -1.57 -3.36  0.281
H -6.22 -0.92 -4.81  0.293
H -7.83 -0.32 -5.22  0.387
H -7.44 -2.04 -5.39  0.262
H -6.29 -3.87 -0.51  0.309
H -4.59 -4.10 -1.04  0.293
H -5.93 -4.79 -2.01  0.376

Computed properties:
- Lowest unoccupied orbital energy (spin up / spin down): 0.022 / 0.019 Eh
- E: -67715.2288 eV
- F_max: 0.035 hartree/bohr
- Spin multiplicity: 2
- HOMO energy (spin up / spin down): -8.2 / -8.6 eV


2.
C25H47N5O5 | the ωB97M-V functional and the def2-TZVPD basis

Last column: Mulliken charge in e.
Geometry (Å):
C -8.82 -15.72 -7.53  -0.520
C -8.91 -16.06 -8.97  -0.079
C -10.01 -16.88 -9.09  -1.307
N -10.46 -17.12 -7.85  1.493
C -9.78 -16.45 -6.91  -0.731
H -8.18 -14.90 -7.23  0.331
H -8.24 -15.62 -9.67  0.542
H -10.44 -17.40 -9.95  0.361
H -11.20 -17.74 -7.61  -0.325
H -10.03 -16.46 -5.85  0.216
C -12.64 -19.30 -6.21  -0.299
C -11.60 -19.21 -5.25  -0.017
C -11.74 -18.05 -4.57  -1.157
N -12.74 -17.36 -5.12  0.204
C -13.30 -18.06 -6.11  -0.802
H -12.73 -20.14 -6.90  0.427
H -10.79 -19.92 -5.15  0.557
H -11.15 -17.70 -3.75  0.484
H -13.08 -16.52 -4.74  0.173
H -14.17 -17.69 -6.68  0.413
C -11.95 -14.00 -8.33  -0.516
N -12.28 -13.24 -9.53  0.249
C -13.29 -12.23 -9.40  -1.031
C -11.92 -13.70 -10.76  0.175
O -12.24 -13.15 -11.77  -0.614
H -11.65 -13.37 -7.49  0.440
H -11.12 -14.71 -8.51  -0.203
H -12.77 -14.67 -7.96  0.300
H -14.23 -12.74 -9.17  0.318
H -12.99 -11.63 -8.50  0.292
H -13.31 -11.60 -10.28  0.351
H -11.17 -14.54 -10.71  0.331
C -11.40 -21.14 -9.72  -0.763
N -10.72 -21.34 -8.42  0.265
C -10.93 -22.62 -7.73  -1.070
C -9.82 -20.51 -7.94  0.470
O -9.24 -20.71 -6.87  -0.691
H -11.25 -20.15 -10.07  0.082
H -12.48 -21.27 -9.60  0.322
H -10.99 -21.86 -10.46  0.323
H -11.99 -22.78 -7.42  0.295
H -10.67 -23.44 -8.40  0.370
H -10.24 -22.68 -6.89  0.321
H -9.58 -19.64 -8.58  0.124
C -6.75 -12.31 -8.23  -0.575
N -6.92 -10.84 -8.35  0.156
C -5.80 -9.95 -8.58  -0.950
C -8.12 -10.27 -8.51  0.350
O -8.33 -9.10 -8.71  -0.605
H -7.71 -12.80 -8.12  -0.037
H -6.19 -12.64 -7.33  0.294
H -6.21 -12.71 -9.08  0.336
H -6.20 -8.91 -8.43  0.308
H -5.02 -10.21 -7.83  0.303
H -5.37 -10.11 -9.61  0.303
H -9.00 -10.98 -8.50  0.113
C -14.43 -17.39 -11.01  -0.641
C -13.88 -17.51 -12.49  -0.647
C -12.38 -17.36 -12.20  -0.547
O -12.13 -17.85 -10.92  -0.288
C -13.20 -17.54 -10.11  0.679
H -15.17 -18.15 -10.79  0.296
H -14.92 -16.42 -10.76  0.357
H -14.41 -16.79 -13.13  0.328
H -14.12 -18.44 -12.90  0.308
H -12.01 -16.31 -12.37  0.141
H -11.73 -17.99 -12.84  0.395
H -13.00 -16.65 -9.54  -0.516
H -13.35 -18.35 -9.34  0.025
C -5.82 -17.97 -7.15  -0.423
C -6.21 -18.97 -8.27  0.237
C -4.99 -18.85 -9.26  -0.655
O -4.07 -18.06 -8.56  -0.452
C -4.83 -17.11 -7.86  -0.359
H -5.38 -18.52 -6.32  0.342
H -6.68 -17.35 -6.79  0.126
H -7.18 -18.75 -8.75  -0.355
H -6.36 -20.02 -7.94  0.310
H -5.30 -18.35 -10.18  0.329
H -4.52 -19.77 -9.58  0.324
H -5.38 -16.50 -8.59  0.190
H -4.22 -16.51 -7.22  0.394

Computed properties:
- Lowest unoccupied orbital energy: 0.013 Eh
- E: -44372.9211 eV
- F_max: 0.054 hartree/bohr
- SMILES: c1cc[nH]c1.c1cc[nH]c1.CN(C)C=O.CN(C)C=O.CN(C)C=O.C1CCOC1.C1CCOC1
- HOMO energy: -8.6 eV


- Which value of F_max does entry 2 give?
  0.054 hartree/bohr